Entry 1:
# C13H25InNO5

A structure of composition C13H25InNO5 at a distorted geometry (ωB97M-V/def2-TZVPD, the Open Molecules 2025 dataset).

```
45
Properties=species:S:1:pos:R:3
In -2.601 1.589 2.501
C -2.499 -1.744 0.833
C -2.896 -0.368 0.339
O -3.594 -0.394 -0.685
O -2.547 0.676 0.906
H -1.780 -2.218 0.165
H -3.359 -2.406 0.731
H -2.140 -1.826 1.859
C -0.412 -1.555 2.586
C -1.095 -0.227 2.811
O -0.689 0.842 2.217
O -2.107 -0.182 3.552
H -0.461 -2.138 1.666
H -0.876 -2.324 3.204
H 0.613 -1.523 2.955
C 0.451 -1.105 -2.414
C 0.045 -0.544 -1.062
C 0.996 -1.110 0.067
C 2.339 -0.418 0.228
C 2.087 1.069 0.436
C 1.218 1.739 -0.732
N -0.044 0.920 -0.824
O -0.852 1.507 -1.772
C 0.797 3.106 -0.189
C 2.201 1.936 -1.933
C -1.284 -1.156 -0.763
H 1.302 -0.552 -2.811
H -0.213 -1.184 -3.275
H 0.644 -2.174 -2.327
H 0.659 -1.245 1.095
H 1.212 -2.133 -0.240
H 3.105 -0.657 -0.510
H 2.783 -0.857 1.121
H 3.064 1.548 0.502
H 1.628 1.112 1.424
H 1.679 3.732 -0.051
H 0.312 3.730 -0.940
H 0.328 3.110 0.795
H 2.949 2.727 -1.869
H 2.748 1.031 -2.196
H 1.532 2.233 -2.741
H -1.160 -2.231 -0.630
H -1.985 -0.950 -1.572
H -1.745 -0.701 0.113
H -0.355 1.315 -2.570
```

The total charge is +1. The calculation puts the highest occupied orbital energy at -11.808 eV. The calculation puts the HOMO-LUMO gap at 0.131 hartree. The calculation puts the energy relative to the best compared isomer or geometry (same formula, charge and spin) at 241.45 kcal per mole.

Entry 2:
# C13H25N2O5STi

A structure of composition C13H25N2O5STi (ωB97M-V/def2-TZVPD, the Open Molecules 2025 dataset).

```
47
Properties=species:S:1:pos:R:3
Ti 0.289 -0.778 -3.433
O 2.026 0.465 -6.880
C 1.284 0.459 -5.860
O 1.489 -0.274 -4.839
C 0.116 1.403 -5.871
O -0.648 1.194 -4.682
C -2.043 0.758 -4.847
C -1.755 -0.586 -4.224
O -1.060 -1.424 -4.856
O -1.553 -0.579 -2.934
H 2.807 -0.130 -6.865
H 0.500 2.429 -5.877
H -0.460 1.251 -6.787
H -2.685 1.397 -4.251
H -2.342 0.705 -5.890
C -0.633 1.826 4.812
C -0.785 2.924 3.764
C -0.776 2.394 2.329
C 0.552 1.723 2.007
N 0.656 1.359 0.563
C 0.679 0.181 0.001
S 1.269 0.217 -1.726
N 0.378 -0.991 0.501
C -0.282 -1.306 1.804
C 0.724 -1.768 2.854
C 1.227 -3.194 2.624
C 0.166 -4.264 2.858
H -0.799 2.225 5.811
H 0.368 1.386 4.818
H -1.362 1.025 4.658
H 0.005 3.671 3.879
H -1.725 3.453 3.916
H -0.952 3.211 1.623
H -1.592 1.674 2.200
H 0.717 0.829 2.596
H 1.386 2.402 2.196
H 0.763 2.156 -0.053
H 0.705 -1.802 -0.004
H -0.985 -2.105 1.569
H -0.864 -0.440 2.105
H 0.231 -1.701 3.827
H 1.569 -1.074 2.882
H 2.069 -3.365 3.295
H 1.648 -3.289 1.612
H -0.222 -4.209 3.875
H 0.586 -5.258 2.719
H -0.686 -4.178 2.177
```

The total charge is +3. The calculation puts the highest occupied orbital energy (alpha / beta) at -18.499 / -18.499 eV. The calculation puts the HOMO-LUMO gap (alpha / beta) at 0.188 / 0.188 hartree. The calculation puts the energy relative to the best compared isomer or geometry (same formula, charge and spin) at 5.37 kcal per mole.

Entry 3:
# C13H26Al2BBeBrCsF7IN2O13S

A structure of composition C13H26Al2BBeBrCsF7IN2O13S at a distorted geometry (ωB97M-V/def2-TZVPD, the Open Molecules 2025 dataset).

```
69
Properties=species:S:1:pos:R:3
O 0.377 -3.011 2.210
C -0.349 -3.379 1.120
O -1.170 -4.622 1.288
C -0.301 -2.546 -0.321
O -1.473 -1.625 -0.474
S -1.567 -0.570 0.895
O -1.965 0.813 0.250
O -2.735 -1.097 2.018
C -4.099 -1.073 1.468
C -4.452 -2.565 0.858
C -5.739 -2.554 -0.182
I -5.142 -3.565 -2.068
H -1.396 -4.948 0.363
H -0.380 -3.384 -1.164
H 0.730 -2.002 -0.430
H -4.837 -0.927 2.394
H -4.326 -0.185 0.739
H -3.510 -3.035 0.345
H -4.715 -3.247 1.796
H -6.135 -1.469 -0.424
H -6.631 -3.199 0.255
C -4.461 2.999 0.742
O -5.490 2.177 0.881
H -4.035 3.436 1.661
H -3.551 2.594 0.268
H -4.618 3.908 0.138
Al 0.069 -1.350 3.784
B 2.556 -7.772 0.226
O 2.916 -6.351 0.195
C 1.846 -5.682 -0.256
O 1.808 -4.471 -0.404
C 0.776 -6.602 -0.531
O -0.331 -6.312 -0.953
O 1.172 -7.852 -0.253
F 2.646 -8.282 1.586
F 3.434 -8.531 -0.652
Br -2.631 4.002 1.159
F -6.831 0.605 0.600
Cs 4.369 -8.382 -2.766
C 3.015 4.604 -1.636
O 3.421 5.031 -0.340
C 2.800 6.263 0.043
C 1.658 6.024 1.034
O 0.562 5.350 0.409
C 0.515 3.968 0.748
H 3.371 3.581 -1.786
H 1.928 4.614 -1.743
H 3.468 5.247 -2.397
H 2.446 6.815 -0.836
H 3.570 6.867 0.531
H 1.282 6.993 1.375
H 2.010 5.471 1.913
H 0.199 3.853 1.789
H 1.483 3.482 0.598
H -0.223 3.482 0.104
F 5.322 1.878 3.735
Al 4.069 0.837 2.966
F 2.621 1.833 2.573
F 3.602 -0.479 4.103
F 4.732 0.118 1.454
C 3.290 0.843 -4.171
O 4.283 0.149 -4.316
N 2.746 1.091 -2.965
N 2.650 1.422 -5.202
H 1.928 1.661 -2.826
H 3.197 0.674 -2.162
H 3.027 1.261 -6.127
H 1.831 1.998 -5.103
Be -4.631 5.126 1.873
```

The total charge is +1. The calculation puts the highest occupied orbital energy at -11.238 eV. The calculation puts the HOMO-LUMO gap at 0.075 hartree.

Entry 4:
# C13H26AlNO4P2

A structure of composition C13H26AlNO4P2 at a distorted geometry (ωB97M-V/def2-TZVPD, the Open Molecules 2025 dataset).

```
47
Properties=species:S:1:pos:R:3
Al -0.153 0.032 0.699
P 2.199 -0.418 0.724
C 2.288 -0.825 -0.996
C 1.100 -1.240 -1.638
N -0.121 -0.900 -1.049
C -1.287 -1.237 -1.637
C -1.321 -2.102 -2.720
C -0.107 -2.494 -3.308
C 1.079 -2.016 -2.807
C -2.546 -0.622 -1.059
P -2.140 0.950 -0.194
H 2.054 -2.254 -3.246
H -2.279 -2.443 -3.087
H -0.107 -3.186 -4.139
H -3.293 -0.408 -1.833
H -3.024 -1.286 -0.325
H 1.965 1.258 -1.778
H 3.227 -0.735 -1.562
H 1.154 2.725 -0.561
O 1.800 2.145 -2.090
H 2.676 2.535 -2.220
H 0.433 1.877 0.638
O 1.031 2.839 0.431
H 0.355 3.562 0.439
C -2.073 2.126 -1.580
H -2.971 1.989 -2.201
H -2.062 3.160 -1.207
H -1.188 1.956 -2.210
C -3.601 1.375 0.782
H -3.396 2.294 1.346
H -4.477 1.533 0.138
H -3.819 0.569 1.495
C 2.474 -2.078 1.375
H 3.446 -2.419 0.998
H 2.461 -2.064 2.465
H 1.706 -2.761 0.997
C 3.561 0.633 1.263
H 3.391 0.913 2.309
H 4.505 0.084 1.194
H 3.644 1.551 0.670
C -1.107 -0.818 4.278
C -0.744 -0.460 2.884
O -0.309 0.722 2.575
O -0.849 -1.310 1.916
H -1.616 0.017 4.771
H -0.198 -1.079 4.837
H -1.761 -1.691 4.228
```

The total charge is +2. The calculation puts the highest occupied orbital energy (alpha / beta) at -13.020 / -13.021 eV. The calculation puts the HOMO-LUMO gap (alpha / beta) at 0.174 / 0.174 hartree.